69
Properties=species:S:1:pos:R:3:forces:R:3 method="wB97M-V/def2-TZVPD" orbital_gap_ev=8.4428 total_charge=+1 e_lumo_ev=-3.37 total_energy_ha=-3877.7955 homo_energy_ev=-11.8
Zn -0.639 0.488 -0.571 -0.10 -0.28 -0.43
Si 1.693 1.829 1.089 0.01 -0.33 -0.08
Si -0.293 -0.339 2.156 0.65 -0.14 -0.02
Si 1.945 -1.244 0.107 -0.01 0.16 0.13
O -4.291 -4.858 0.052 0.03 0.06 -0.04
O -1.697 0.432 1.590 -0.43 0.22 0.02
N -4.319 -3.173 1.554 0.05 -0.02 -0.02
N 1.118 6.293 -2.813 0.00 -0.07 0.00
N -2.208 -0.842 -1.327 0.53 0.48 0.27
N -0.118 1.704 -2.406 -0.23 -0.29 0.53
C 0.419 1.087 -3.465 0.07 -0.02 -0.05
C 0.837 0.161 0.746 0.15 -0.23 0.03
C 3.003 -1.894 1.524 -0.03 -0.02 -0.25
C 0.971 5.168 -2.988 -0.01 0.24 0.06
C 0.065 0.263 3.900 -0.16 0.07 -0.30
C 0.053 3.019 -2.284 -0.07 0.17 0.05
C 0.929 -2.684 -0.613 0.06 0.12 0.15
C -3.440 -2.789 -0.694 0.09 -0.01 -0.19
C 3.074 -0.694 -1.307 -0.02 -0.06 0.30
C -4.060 -3.703 0.334 -0.11 0.01 0.10
C 0.327 3.103 1.428 0.23 -0.08 0.07
C 0.786 3.765 -3.199 -0.04 -0.26 -0.17
C -3.421 -3.234 -2.013 0.00 0.08 0.09
C -0.643 -2.186 2.351 -0.03 0.28 -0.12
C -2.225 -1.262 -2.596 0.00 0.05 -0.13
C 1.334 3.121 -4.307 -0.08 -0.02 0.12
C 1.130 1.759 -4.442 0.01 0.00 -0.02
C -2.826 -1.583 -0.401 -0.19 -0.16 0.09
C -2.824 -2.445 -2.981 -0.04 -0.04 0.01
C 2.920 1.703 2.516 -0.21 0.16 -0.11
C -2.794 0.786 2.429 -0.01 -0.01 -0.01
C 2.731 2.457 -0.370 -0.18 -0.08 0.07
H 1.905 3.678 -5.037 0.00 0.02 0.00
H -3.876 -4.187 -2.247 0.01 -0.01 0.01
H -2.492 1.535 3.163 -0.02 -0.01 -0.02
H 3.700 -1.142 1.894 0.01 0.02 -0.02
H 3.733 1.031 2.240 0.01 0.00 -0.03
H 0.985 -0.184 4.282 0.01 -0.02 -0.03
H 0.701 4.124 1.335 0.02 0.01 0.00
H -4.777 -3.766 2.226 0.00 -0.01 0.02
H -1.749 -0.618 -3.324 -0.02 -0.03 0.02
H 2.525 -0.203 -2.113 -0.02 0.01 -0.03
H -1.407 -2.337 3.119 -0.02 0.02 0.01
H -2.794 -1.183 0.603 0.09 -0.06 -0.04
H 0.285 0.014 -3.521 0.04 0.01 -0.01
H 2.491 1.341 3.449 -0.01 0.01 -0.01
H 2.399 2.075 -1.336 0.04 0.01 -0.02
H 3.856 -0.013 -0.972 -0.01 0.01 -0.03
H -3.589 1.199 1.810 0.01 0.01 0.00
H -4.244 -2.193 1.752 -0.05 0.03 -0.01
H 3.566 -1.573 -1.731 -0.02 -0.02 0.01
H 3.771 2.154 -0.242 -0.01 -0.01 -0.01
H -2.809 -2.753 -4.017 0.01 0.05 -0.01
H 3.367 2.681 2.713 -0.01 0.02 -0.01
H 2.721 3.549 -0.412 -0.03 0.02 0.04
H -0.137 -2.464 -0.690 -0.05 -0.02 -0.04
H 1.288 -2.951 -1.609 0.02 0.03 -0.01
H 0.251 -2.709 2.695 0.00 0.03 0.01
H 1.524 1.218 -5.290 0.03 -0.02 0.03
H 0.157 1.347 3.973 0.04 -0.02 0.04
H 3.592 -2.755 1.197 0.00 -0.02 0.03
H -0.745 -0.050 4.564 0.00 -0.02 0.01
H -0.511 2.992 0.731 -0.03 0.02 0.03
H -0.979 -2.688 1.444 0.01 0.01 -0.02
H -3.183 -0.085 2.969 0.03 0.00 -0.01
H 2.390 -2.214 2.369 0.01 -0.02 -0.01
H -0.084 3.000 2.434 -0.04 -0.01 -0.03
H 1.024 -3.577 0.009 -0.02 0.01 0.01
H -0.396 3.501 -1.425 0.06 0.01 -0.02

---

64
Properties=species:S:1:pos:R:3:forces:R:3 method="wB97M-V/def2-TZVPD" s_squared=6.016 orbital_gap_ev="6.4182 / 5.6649" e_above_lowest_kcal_mol=6.2 total_charge=+1 e_lumo_ev="-2.18 / -5.88" total_energy_ha=-1465.8701 multiplicity=5 homo_energy_ev="-8.6 / -11.5"
Os -0.506 0.454 -0.671 -0.98 4.55 4.69
Si -2.202 -4.007 0.809 -0.22 -0.14 0.59
O 1.190 6.183 0.046 0.38 2.36 -0.24
O 3.384 3.099 1.131 -0.24 0.14 -1.62
O -1.763 -2.393 1.104 1.76 1.43 -0.28
C 5.626 3.395 0.264 -0.52 -0.12 -0.39
C 0.864 0.201 1.019 0.43 0.01 0.70
C -0.476 -1.706 1.051 -2.09 -1.64 -0.17
C -2.190 0.109 -1.981 -0.28 -0.28 -0.52
C 0.205 -1.570 -0.287 1.67 -3.49 0.37
C 0.390 7.117 0.816 -0.20 0.01 0.19
C 3.324 3.889 -0.947 -0.22 -0.05 1.13
C -0.044 0.554 -2.727 0.90 -0.86 -1.30
C 4.062 1.556 -0.675 -0.35 -0.47 -0.16
C -0.997 -0.483 -2.494 -0.64 -1.46 -3.00
C -3.274 -3.885 -0.717 -0.10 0.02 -0.10
C 4.211 2.953 -0.071 0.43 -0.42 -0.37
C -0.430 -0.230 1.400 0.15 -0.35 1.52
C -0.780 -5.199 0.579 0.20 0.13 -0.22
C 1.069 8.507 0.835 -0.10 -0.15 -0.14
C -0.665 1.787 -2.397 -0.84 0.81 -0.66
C 2.406 6.881 -0.402 -0.14 -0.28 -0.32
C -3.156 -4.602 2.323 -0.02 0.24 -0.19
C -1.983 1.516 -1.936 -0.34 0.68 -1.39
C 1.251 -0.635 -0.092 0.26 -0.67 -0.90
C 2.409 8.327 0.101 -0.01 -0.32 0.27
C 2.406 3.785 0.289 -0.12 -0.13 0.47
H 2.517 9.017 -0.737 -0.02 -0.01 0.16
H -3.633 -5.576 2.116 0.17 0.39 0.07
H 0.291 6.728 1.846 0.03 0.02 -0.44
H 4.109 0.732 0.053 0.44 0.34 -0.07
H 2.125 4.749 0.683 -0.25 -0.52 0.42
H -3.057 -0.444 -1.636 0.09 0.22 -0.10
H -2.684 2.260 -1.604 -0.09 0.03 0.17
H -3.793 -4.814 -0.990 0.18 0.20 0.13
H 3.260 8.463 0.773 -0.17 0.15 -0.09
H 0.215 -2.234 1.740 -0.21 0.17 -0.05
H 3.052 1.479 -1.137 0.48 0.05 0.25
H -2.662 -3.584 -1.579 -0.10 -0.04 0.08
H 1.220 8.829 1.871 -0.07 0.07 -0.28
H 1.529 3.118 0.149 0.11 0.46 -0.06
H 2.856 3.444 -1.830 0.56 0.15 -0.06
H 0.456 9.253 0.313 0.09 -0.22 0.29
H 0.154 -2.324 -1.067 0.45 -0.09 0.49
H -4.035 -3.108 -0.558 0.12 -0.17 -0.04
H -1.203 0.295 1.964 0.62 -0.19 0.43
H 6.030 2.727 1.026 0.15 0.05 -0.06
H 0.004 -5.102 1.344 -0.21 -0.02 -0.16
H 2.106 -0.527 -0.753 0.08 -0.02 0.57
H 3.300 6.347 -0.029 -0.60 0.22 -0.03
H 2.443 6.873 -1.507 -0.14 -0.27 0.44
H -2.491 -4.727 3.196 -0.25 0.08 -0.34
H -1.201 -6.214 0.667 0.14 0.28 -0.03
H 1.466 1.010 1.417 -0.21 0.22 -0.13
H -0.313 -5.122 -0.412 -0.02 -0.05 0.22
H 6.244 3.380 -0.640 0.06 0.01 0.24
H -0.621 7.194 0.378 0.41 -0.24 0.07
H -3.943 -3.875 2.581 0.21 -0.31 0.02
H -0.198 2.756 -2.482 -0.06 0.07 0.18
H -0.832 -1.542 -2.641 -0.19 0.33 -0.26
H 4.784 1.407 -1.496 -0.17 -0.03 0.40
H 3.712 4.900 -1.141 -0.12 -0.72 0.00
H 5.576 4.412 0.669 0.15 -0.18 -0.08
H 0.991 0.428 -3.035 -0.41 0.03 -0.31

---

71
Properties=species:S:1:pos:R:3:forces:R:3 method="wB97M-V/def2-TZVPD" orbital_gap_ev="7.0438 / 7.0435" e_above_lowest_kcal_mol=0.0 total_charge=+1 e_lumo_ev="-3.27 / -3.27" total_energy_ha=-4319.8532 homo_energy_ev="-10.3 / -10.3"
Os 0.365 -0.369 -0.338 0.22 -0.18 -0.11
As -2.765 -1.113 0.529 0.02 -0.07 0.00
S -0.257 -1.961 -2.214 0.00 0.01 0.05
Si 2.489 1.727 -1.806 0.05 0.00 0.02
O -1.094 -1.446 0.601 -0.05 0.03 0.03
O 1.899 -1.646 -0.100 -0.16 0.06 -0.06
O -1.149 1.071 -0.289 -0.04 -0.01 0.03
N 0.065 1.801 1.521 -0.01 0.00 0.02
N 0.865 0.704 1.195 0.00 0.01 0.04
N -0.134 -4.626 -2.364 0.00 -0.01 0.00
N -0.055 -3.897 -0.306 -0.03 0.01 0.00
C 3.808 -2.644 0.821 -0.02 -0.01 -0.01
C -2.660 4.971 2.034 0.00 0.01 0.00
C -1.823 3.083 0.800 -0.04 -0.03 0.04
C 2.735 -0.641 1.884 0.05 -0.07 -0.10
C -1.795 3.896 1.933 -0.01 -0.01 0.00
C -3.353 0.112 1.873 -0.01 0.02 0.01
C 2.046 1.350 3.224 0.01 0.00 0.00
C 1.865 0.441 2.047 -0.09 0.05 -0.03
C 0.218 -5.812 -1.582 0.01 0.00 0.00
C -3.580 4.446 -0.125 0.01 0.00 0.00
C 2.743 -1.589 0.865 0.07 0.09 0.13
C 2.243 3.155 -0.629 -0.03 0.00 0.00
C -3.440 -0.670 -1.202 0.03 0.00 0.00
C 0.904 0.658 -2.000 -0.15 0.07 0.09
C -3.555 5.248 1.007 0.00 0.00 0.00
C -0.914 1.918 0.683 0.08 0.07 -0.11
C -3.517 -2.813 0.993 -0.01 0.00 -0.02
C 2.722 2.406 -3.534 -0.01 -0.01 -0.01
C 3.979 0.704 -1.335 -0.01 -0.02 -0.01
C -2.717 3.365 -0.229 -0.01 0.00 0.00
C -0.138 -5.349 -0.164 0.01 0.01 0.00
C -0.140 -3.528 -1.584 -0.01 0.00 -0.02
H -3.217 -3.541 0.241 0.00 0.00 0.00
H -3.146 -3.115 1.971 0.01 0.01 0.00
H -2.935 0.223 -1.556 0.00 0.01 0.00
H 2.202 2.374 2.887 0.00 0.00 0.00
H 3.071 3.858 -0.749 0.01 -0.01 0.00
H -4.267 4.667 -0.931 0.00 0.00 0.00
H -4.388 -0.127 2.115 0.01 -0.01 0.01
H 3.998 -0.235 -1.894 0.00 0.00 0.01
H 3.508 -0.740 2.631 0.00 0.00 0.00
H -2.637 5.599 2.915 0.00 0.00 0.00
H -4.227 6.092 1.088 0.00 0.00 0.00
H -3.283 1.135 1.518 0.01 0.02 -0.01
H 0.074 -4.539 -3.344 0.00 0.00 0.00
H 1.320 3.698 -0.849 0.00 0.00 -0.01
H 1.096 0.059 -2.892 0.05 0.01 -0.01
H 3.344 -3.630 0.778 0.00 0.00 -0.01
H -4.603 -2.745 1.020 0.00 0.00 0.00
H -0.289 -3.223 0.413 0.01 -0.03 -0.01
H 1.859 2.996 -3.849 0.00 0.00 0.00
H 4.397 -2.517 -0.089 0.00 0.00 0.00
H 2.893 1.027 3.824 0.00 0.00 0.00
H -0.352 -6.683 -1.896 0.00 0.00 0.00
H 0.155 1.421 -2.245 0.00 -0.01 -0.01
H -2.722 2.743 -1.114 0.00 0.00 0.00
H 2.207 2.855 0.417 0.01 0.00 0.01
H -2.728 -0.024 2.754 0.01 0.01 -0.01
H 4.469 -2.593 1.682 0.00 0.00 0.00
H -3.246 -1.506 -1.870 -0.01 0.01 -0.01
H 4.898 1.248 -1.563 -0.01 0.01 -0.01
H 3.990 0.470 -0.270 0.00 -0.02 0.03
H 1.144 1.363 3.836 0.00 0.00 0.00
H -4.512 -0.498 -1.105 0.00 0.00 0.01
H -1.091 3.673 2.723 0.00 0.00 0.00
H 1.284 -6.029 -1.673 0.00 0.00 0.00
H 0.558 -5.719 0.584 0.00 0.00 0.00
H -1.151 -5.652 0.113 0.00 0.00 0.00
H 3.600 3.056 -3.564 0.00 0.00 0.00
H 2.872 1.609 -4.264 0.00 0.00 0.00